C17H15BHfN8S3 as an isolated structure, computed with the ωB97M-V functional and the def2-TZVPD basis.

The geometry in XYZ format:
```
45
Properties=species:S:1:pos:R:3:forces:R:3:mulliken_charge:R:1
Hf 0.063832 0.151495 0.266265 0.40 0.76 0.16 1.52
C -1.856162 -3.262837 -1.702055 0.00 -0.01 -0.19 -0.93
C -1.568192 -2.674965 -0.497701 0.07 0.14 0.10 -0.08
N -0.895318 -1.513984 -0.690724 -0.05 -0.12 0.03 -0.63
N -0.749739 -1.359407 -2.064143 0.06 0.12 0.22 0.22
C -1.322972 -2.400638 -2.659639 -0.04 -0.08 -0.07 0.01
B -0.024821 -0.141642 -2.753222 -0.07 -0.12 0.00 -0.02
N -0.735662 1.182477 -2.327362 0.01 -0.10 0.19 0.03
C -1.278124 2.136706 -3.072013 -0.06 0.10 -0.08 0.04
C -1.734720 3.170435 -2.250105 -0.02 0.02 -0.18 -1.03
C -1.426318 2.780851 -0.973450 0.10 -0.19 0.10 -0.08
N -0.821459 1.562646 -1.003134 0.02 -0.06 -0.17 -0.19
N 1.459601 -0.082318 -2.262544 -0.10 -0.04 0.19 0.02
C 2.586656 -0.108361 -2.960703 0.12 0.00 -0.07 0.03
C 3.677230 0.039817 -2.098964 0.02 -0.02 -0.18 -0.99
C 3.134666 0.162533 -0.847545 -0.22 0.01 0.09 -0.10
N 1.778163 0.082825 -0.928833 0.02 -0.04 -0.19 -0.11
H -2.379008 -4.187837 -1.874381 0.01 0.02 -0.01 0.43
H -1.801080 -3.010883 0.501323 0.00 0.00 0.00 0.53
H -1.321952 -2.473866 -3.736739 -0.01 -0.02 0.03 0.48
H -0.060009 -0.268030 -3.935235 -0.01 -0.01 0.09 -0.01
H -1.309356 2.035800 -4.146572 -0.01 0.02 0.03 0.49
H -2.220452 4.080909 -2.556740 0.01 -0.02 -0.01 0.43
H -1.591047 3.282384 -0.032964 0.00 0.00 0.01 0.52
H 2.558216 -0.225826 -4.033639 0.02 0.01 0.03 0.48
H 4.720310 0.058615 -2.364591 -0.02 0.00 -0.01 0.43
H 3.615108 0.303693 0.107724 0.00 0.00 0.01 0.51
S -0.642457 -1.725351 6.611605 -0.06 -0.12 0.23 -0.20
C -0.335771 -0.522926 5.584707 -0.27 0.36 -0.15 0.13
S 0.566988 -0.757726 4.082671 0.22 -0.31 -0.21 -0.09
C 0.250519 0.874855 3.650610 -0.07 0.23 -0.32 0.30
N -0.402353 1.567200 4.497825 0.01 -0.23 0.30 -0.70
N -0.700443 0.813237 5.594717 0.01 0.07 0.03 0.62
C -1.427228 1.468466 6.658784 0.13 -0.12 -0.17 0.59
C -2.472832 2.313156 6.325942 -0.10 0.00 -0.05 -0.33
C -3.157633 2.965629 7.337837 0.00 -0.01 0.04 -0.53
C -2.795174 2.766619 8.664189 0.00 0.01 -0.06 -0.50
C -1.741524 1.920580 8.974418 0.04 -0.05 0.04 -0.62
C -1.044009 1.264008 7.970425 0.00 0.07 0.14 -0.44
S 0.732776 1.554007 2.089416 -0.20 -0.27 0.08 -0.19
H -2.747388 2.459844 5.289770 0.02 0.00 0.02 0.38
H -3.978520 3.625360 7.090127 0.02 -0.01 0.01 0.37
H -3.330930 3.275858 9.453943 0.00 -0.01 -0.01 0.40
H -1.450656 1.767197 10.004690 -0.01 0.02 0.00 0.38
H -0.217353 0.612396 8.213010 -0.01 0.01 -0.01 0.42
```
Positions in Å, forces in eV/Å.

Lowest unoccupied orbital energy (eV): -7.7
Net charge: +2
E_tot (eV): -64269.242
Highest occupied orbital energy (eV): -12.694
Energy above the lowest of the compared OMol25 structures with the same formula, charge and spin (kcal per mole): 0.0
HOMO-LUMO gap (hartree): 0.1818

A 2-piece molecular cluster, H2N2O2S2 overall, computed with the ωB97M-V functional and the def2-TZVPD basis.

The geometry in XYZ format:
```
8
Properties=species:S:1:pos:R:3:forces:R:3:mulliken_charge:R:1
N 1.727985 0.273946 -0.868602 -0.61 -1.55 0.50 -0.42
N -1.057635 -0.170483 0.035757 1.06 0.53 1.15 -0.43
O -0.960931 2.297777 -0.337284 0.56 -0.18 -0.21 -0.44
O 1.095311 -1.358850 0.972630 -0.18 -0.59 -0.13 -0.67
S -0.222869 1.217473 0.270506 -1.07 -1.29 -0.59 0.76
S 1.868527 -1.120870 -0.287092 0.18 2.46 -0.30 0.50
H -0.420247 -0.903198 0.558083 -1.44 0.44 -0.96 0.44
H -2.030139 -0.235796 -0.343999 1.49 0.17 0.55 0.26
```
Positions in Å, forces in eV/Å.

Lowest unoccupied orbital energy (alpha / beta) (eV): -1.4 / -1.4
Net charge: 0
E_tot (eV): -28774.882
Highest occupied orbital energy (alpha / beta) (eV): -9.343 / -9.344
Energy above the lowest of the compared OMol25 structures with the same formula, charge and spin (kcal per mole): 20.4
HOMO-LUMO gap (alpha / beta) (hartree): 0.2907 / 0.2908

- What is the formula in the first record?
  C17H15BHfN8S3

- The lowest energy above the lowest of the compared OMol25 structures with the same formula, charge and spin belongs to which entry?
  C17H15BHfN8S3

- energy above the lowest of the compared OMol25 structures with the same formula, charge and spin of number 1 (C17H15BHfN8S3)?
  0.0 kcal per mole